Below is a molecular structure, C56H49HfN5O2P2S, with properties calculated with the ωB97M-V functional and the def2-TZVPD basis.

The geometry in XYZ format:
```
116
Properties=species:S:1:pos:R:3:forces:R:3
Hf -0.1793 0.2070 -0.0824 -0.60 -0.23 -0.28
N 4.2117 1.2714 -0.6887 0.09 -0.06 0.15
C 3.0160 0.8055 -0.2980 0.00 0.02 -0.16
S 1.7917 0.7684 -1.5482 -0.11 0.02 0.07
N 2.8922 0.4388 0.9497 0.11 -0.07 0.04
N 1.6547 -0.0302 1.2799 0.08 -0.06 0.03
C 1.5445 -0.6297 2.4216 -0.11 0.07 -0.03
C 2.6622 -0.8728 3.3562 0.09 0.00 -0.07
C 3.0039 -2.1889 3.6598 0.01 0.03 0.03
C 4.0487 -2.4457 4.5338 0.01 0.01 0.00
C 4.7365 -1.3927 5.1195 0.01 -0.01 0.01
C 4.3917 -0.0812 4.8208 0.01 0.02 0.01
C 3.3646 0.1822 3.9299 -0.01 -0.01 0.02
C 0.1939 -1.1191 2.7647 0.01 -0.02 0.05
C -0.0823 -1.6705 4.0107 0.00 0.03 -0.15
C -1.3527 -2.1563 4.2698 0.01 0.00 -0.01
C -2.3166 -2.0793 3.2790 0.00 0.01 -0.05
C -1.9894 -1.4755 2.0803 -0.04 -0.03 0.02
N -0.7654 -0.9905 1.8166 0.01 0.07 0.18
H 4.3895 1.4908 -1.6519 -0.04 0.01 -0.02
H 4.9791 1.2378 -0.0365 0.00 0.03 -0.01
H 2.4597 -3.0098 3.2073 -0.02 -0.01 -0.01
H 4.3236 -3.4671 4.7596 0.00 -0.01 0.00
H 5.5453 -1.5922 5.8092 0.00 -0.01 0.00
H 4.9316 0.7362 5.2788 0.00 0.01 0.00
H 3.1133 1.2030 3.6726 -0.01 0.01 0.00
H 0.6961 -1.7231 4.7556 0.03 0.01 0.00
H -1.5819 -2.5897 5.2341 -0.01 -0.01 0.00
H -3.3189 -2.4527 3.4306 -0.01 0.00 0.00
H -2.7347 -1.3511 1.3079 0.00 0.00 0.00
C -2.6447 1.6305 2.3729 -0.01 -0.02 -0.04
C -1.8147 2.8724 2.6478 0.08 0.01 -0.01
C -1.9629 3.2474 4.1226 -0.02 -0.01 0.00
C -0.3326 2.6681 2.3015 0.00 -0.01 0.04
C 0.4836 3.9526 2.4993 -0.05 0.00 0.04
O 0.7791 4.3817 1.1562 -0.04 0.07 -0.07
C 0.4125 3.4267 0.3191 0.02 -0.02 0.00
N -0.1270 2.3713 0.8522 -0.02 -0.02 -0.11
C 0.6853 3.7515 -1.0957 -0.02 0.01 -0.04
C 1.7292 4.6327 -1.3539 0.00 -0.01 -0.01
C 2.0324 4.9985 -2.6588 0.01 0.01 0.03
C 1.2730 4.5089 -3.7042 0.01 0.00 -0.02
C 0.2139 3.6422 -3.4528 -0.01 0.00 0.05
C -0.0848 3.2488 -2.1585 0.04 0.09 -0.05
P -1.3851 2.0282 -1.8340 -0.06 -0.15 0.38
C -1.9285 1.4043 -3.4301 0.03 -0.07 -0.04
C -3.0701 1.8817 -4.0646 0.00 0.02 -0.03
C -3.4523 1.3478 -5.2867 -0.01 -0.01 -0.04
C -2.6969 0.3455 -5.8770 0.01 -0.01 -0.01
C -1.5544 -0.1330 -5.2463 0.01 0.00 0.02
C -1.1744 0.3875 -4.0206 -0.05 0.00 -0.05
C -2.7491 3.0277 -1.1396 0.11 0.21 -0.08
C -2.6171 4.4163 -1.0509 0.02 -0.05 0.02
C -3.6304 5.1902 -0.5041 -0.01 0.01 0.00
C -4.7952 4.5905 -0.0535 -0.02 -0.02 0.00
C -4.9466 3.2151 -0.1648 -0.05 0.01 0.03
C -3.9346 2.4361 -0.7010 0.04 -0.15 -0.05
H -3.7033 1.8363 2.5316 -0.01 0.01 0.00
H -2.3572 0.8322 3.0609 -0.01 0.03 0.01
H -2.5544 1.2735 1.3426 0.01 0.02 0.01
H -2.1759 3.6960 2.0183 -0.02 -0.02 0.01
H -1.5597 2.4542 4.7581 0.01 0.00 0.01
H -3.0168 3.3632 4.3733 0.00 0.01 0.00
H -1.4654 4.1782 4.3913 0.00 0.00 -0.01
H 0.0827 1.8423 2.8889 -0.08 0.01 0.05
H 1.4241 3.8222 3.0325 0.01 -0.04 -0.04
H -0.0917 4.7524 2.9585 0.06 -0.04 0.04
H 2.3097 5.0296 -0.5338 0.00 0.00 0.01
H 2.8531 5.6758 -2.8493 0.01 0.01 0.00
H 1.4933 4.8009 -4.7221 0.01 0.00 0.00
H -0.3746 3.2682 -4.2796 -0.02 -0.02 0.00
H -3.6624 2.6664 -3.6117 0.01 0.00 0.02
H -4.3405 1.7191 -5.7793 -0.01 0.00 -0.01
H -2.9985 -0.0653 -6.8310 0.00 0.00 -0.01
H -0.9628 -0.9137 -5.7060 -0.01 0.00 -0.02
H -0.2837 0.0022 -3.5306 -0.02 0.02 0.01
H -1.7289 4.9102 -1.4188 0.02 0.01 -0.01
H -3.5126 6.2640 -0.4471 0.01 0.01 0.00
H -5.5893 5.1930 0.3667 -0.01 0.00 0.00
H -5.8637 2.7435 0.1628 -0.01 0.00 0.00
H -4.0732 1.3668 -0.7830 0.01 0.04 0.00
O -2.7461 -0.4194 -0.6778 0.50 -0.05 0.15
C -1.7705 -1.0727 -1.0745 0.07 0.24 -0.08
C -1.8852 -2.4236 -1.6333 -0.07 -0.08 -0.03
C -3.0629 -2.9246 -2.1897 0.03 0.00 0.00
C -3.0919 -4.2312 -2.6380 0.00 -0.02 -0.01
C -1.9660 -5.0433 -2.5037 0.01 -0.01 0.00
C -0.8005 -4.5543 -1.9344 -0.02 0.01 0.01
C -0.7502 -3.2288 -1.5123 -0.10 0.01 -0.07
P 0.7123 -2.4808 -0.7329 0.10 0.20 0.19
C 1.1615 -3.7345 0.5185 0.02 -0.07 -0.03
C 2.4274 -4.3074 0.6173 0.00 0.05 -0.03
C 2.6889 -5.2745 1.5777 0.00 -0.04 0.05
C 1.6927 -5.6844 2.4506 0.01 0.01 -0.01
C 0.4233 -5.1288 2.3514 0.00 -0.01 0.03
C 0.1605 -4.1658 1.3918 -0.05 0.05 0.02
C 2.0117 -2.5363 -1.9944 0.01 0.01 -0.04
C 3.3066 -2.1397 -1.6497 -0.02 -0.04 0.01
C 4.3006 -2.0870 -2.6100 0.01 -0.01 0.01
C 4.0081 -2.3991 -3.9323 0.04 0.01 -0.01
C 2.7208 -2.7643 -4.2866 0.00 -0.01 -0.03
C 1.7235 -2.8345 -3.3225 -0.01 -0.02 0.03
H -3.9313 -2.2831 -2.2665 -0.01 0.01 0.00
H -3.9903 -4.6348 -3.0849 -0.01 0.01 0.00
H -2.0041 -6.0693 -2.8452 0.00 -0.01 0.00
H 0.0621 -5.1993 -1.8195 0.01 0.00 0.00
H 3.2161 -4.0296 -0.0656 0.00 0.02 -0.03
H 3.6747 -5.7172 1.6302 0.00 -0.01 0.01
H 1.8963 -6.4467 3.1903 0.00 -0.01 0.01
H -0.3693 -5.4617 3.0092 0.00 -0.01 0.00
H -0.8488 -3.7799 1.2990 0.02 0.01 -0.01
H 3.5407 -1.8589 -0.6282 -0.01 -0.02 0.02
H 5.3057 -1.8005 -2.3296 0.01 0.00 0.00
H 4.7857 -2.3558 -4.6829 0.00 0.00 -0.01
H 2.4890 -3.0049 -5.3154 0.00 0.00 -0.01
H 0.7244 -3.1289 -3.6156 -0.01 0.01 0.00
```
Positions in Å, forces in eV/Å.

Properties
Calculated total energy: -3716.27449 Ha
Gap between HOMO and LUMO: 6.8534 eV
Total charge: +2